Run w
The following is a quantum chemistry calculation of a single C19H30N2O3 molecule, from the OMol25 dataset.

## Properties
SMILES string: COc1cccc(CN2CCN(C3CCOCC3)C[C@@H]2CCO)c1
2S+1: 1
HOMO-LUMO gap: 9.03 eV

Element x y z (Å)
C: -6.55817 -0.08712 -1.86589
H: -7.53074 0.17095 -2.28234
O: -6.31198 0.86106 -0.85793
C: -5.15185 0.77205 -0.14560
C: -4.97661 1.73307 0.84990
C: -3.83523 1.72462 1.62475
C: -2.85845 0.76406 1.42522
C: -3.02000 -0.19220 0.43428
C: -4.16557 -0.18521 -0.35096
H: -4.27452 -0.93610 -1.11919
C: -1.96014 -1.24494 0.22676
N: -0.63691 -0.67663 0.37884
C: -0.27214 0.18482 -0.72753
C: 1.02626 0.92298 -0.41036
N: 2.06327 -0.04380 -0.10678
C: 1.66285 -0.79506 1.06738
H: 2.46730 -1.46677 1.36608
C: 0.41523 -1.61614 0.72664
C: 0.72696 -2.66353 -0.36165
H: -0.21100 -3.09468 -0.71666
H: 1.21982 -2.16190 -1.19720
C: 1.61652 -3.80942 0.12154
O: 2.96103 -3.44507 0.32770
H: 3.27320 -2.99124 -0.46388
H: 1.26557 -4.19037 1.08414
H: 1.56672 -4.63078 -0.61076
H: 0.08797 -2.14196 1.63257
H: 1.41922 -0.13244 1.91503
C: 3.42501 0.46112 -0.05565
C: 3.95108 0.79736 -1.45595
H: 3.84760 -0.06360 -2.11663
H: 3.39041 1.63092 -1.87971
C: 5.42236 1.20382 -1.35054
H: 5.81270 1.51367 -2.32242
O: 5.60084 2.30937 -0.49765
C: 5.15073 2.04290 0.81036
C: 3.66409 1.68546 0.84452
H: 3.08733 2.53460 0.47496
H: 3.36386 1.47292 1.87131
H: 5.34748 2.95319 1.38103
H: 5.73679 1.21671 1.24534
H: 6.01542 0.34971 -0.98430
H: 4.03301 -0.36694 0.33489
H: 1.31765 1.51883 -1.27591
H: 0.83802 1.59865 0.44110
H: -1.07596 0.91308 -0.86466
H: -0.15698 -0.37692 -1.67028
H: -2.08255 -2.01823 0.99320
H: -2.10778 -1.72200 -0.75881
H: -1.96120 0.74995 2.02285
H: -3.70806 2.47209 2.39378
H: -5.74947 2.47148 0.99224
H: -5.80324 -0.03980 -2.65787
H: -6.59725 -1.10417 -1.46164

---

Run x
The following is a quantum chemistry calculation of a single C19H30N2O3 molecule, from the OMol25 dataset.

## Properties
SMILES string: COc1ccc(CN2CCC(=O)N([C@H](CO)CC(C)C)CC2)cc1
2S+1: 1
HOMO-LUMO gap: 9.01 eV

Element x y z (Å)
C: 6.30813 1.40840 -1.75433
H: 6.95960 0.54170 -1.60137
O: 5.55774 1.70104 -0.60139
C: 4.69026 0.75952 -0.13333
C: 4.47662 -0.48780 -0.70733
C: 3.56198 -1.36037 -0.14128
C: 2.84403 -1.02302 0.99652
C: 3.07462 0.22451 1.56978
C: 3.98094 1.10376 1.01803
H: 4.16306 2.06996 1.46194
H: 2.54284 0.50798 2.46662
C: 1.79335 -1.95114 1.55662
N: 0.45779 -1.75691 0.99905
C: 0.38491 -2.07741 -0.41288
C: -1.05922 -2.28403 -0.87837
C: -1.75365 -0.98736 -1.24612
O: -2.04306 -0.73349 -2.40339
N: -2.03939 -0.14914 -0.22380
C: -1.61620 -0.41064 1.13280
H: -1.99933 0.40242 1.74640
C: -0.09349 -0.45243 1.30569
H: 0.12603 -0.24309 2.35493
H: 0.36065 0.34587 0.69514
H: -2.03781 -1.35415 1.49385
C: -2.70767 1.10532 -0.52933
C: -4.05345 1.27908 0.18446
H: -4.33287 2.32886 0.07507
H: -3.93908 1.08798 1.25180
C: -5.19331 0.41776 -0.37206
C: -6.52742 0.94518 0.15656
H: -6.55447 0.88406 1.24269
H: -6.67650 1.98312 -0.13256
H: -7.35341 0.35931 -0.23979
C: -5.04100 -1.05640 -0.00592
H: -5.92186 -1.61177 -0.32131
H: -4.93064 -1.17287 1.07059
H: -4.17712 -1.49156 -0.49798
H: -5.19236 0.50394 -1.46389
H: -2.88128 1.07187 -1.61159
C: -1.78796 2.30898 -0.26325
O: -1.70296 2.58135 1.12096
H: -1.13624 3.34762 1.25214
H: -2.19818 3.17942 -0.79393
H: -0.79267 2.09426 -0.67722
H: -1.61340 -2.81316 -0.10216
H: -1.05431 -2.89366 -1.78336
H: 0.92622 -3.01541 -0.56000
H: 0.86254 -1.30660 -1.04316
H: 1.71326 -1.81280 2.63861
H: 2.07418 -2.99065 1.36601
H: 3.41558 -2.32850 -0.59858
H: 5.01334 -0.79404 -1.59152
H: 6.92058 2.28964 -1.93898
H: 5.66261 1.22949 -2.62056

---

Which of them is least stable? Easy: run w.

---

Run w
The following is a quantum chemistry calculation of a gas-phase ion, C6H14NO (charge -1), from the OMol25 dataset.

## Properties
SMILES string: CCCN(C)CC[O-]
2S+1: 1
HOMO-LUMO gap: 5.30 eV
net charge: -1

Element x y z (Å)
C: 1.29396 1.44746 0.17966
C: 1.55407 2.73129 1.06455
C: 0.02279 0.74799 0.58967
N: -0.33111 -0.40422 -0.45167
C: 0.86545 -1.26731 -0.89260
C: -1.39249 -1.18642 0.18235
C: -2.15739 -2.04292 -0.99370
O: -3.07591 -2.82540 -0.44504
H: 1.22308 1.71831 -0.88653
H: 2.08308 0.64350 0.24860
H: 1.68164 2.67174 2.16187
H: 2.15399 3.51619 0.69335
H: 0.66333 3.45834 0.97246
H: -0.87546 1.47582 0.54827
H: 0.05259 0.40458 1.66254
H: 1.55870 -0.75826 -1.46056
H: 0.48113 -2.04040 -1.51371
H: 1.31955 -1.73657 0.08382
H: -2.19982 -0.62886 0.57753
H: -1.05138 -1.96702 0.91193
H: -1.28663 -2.67378 -1.46841
H: -2.58316 -1.28405 -1.76437

---

Run x
The following is a quantum chemistry calculation of a gas-phase ion, C6H14NO (charge -1), from the OMol25 dataset.

## Properties
SMILES string: CCN(CC)CC[O-]
2S+1: 1
HOMO-LUMO gap: 5.82 eV
net charge: -1

Element x y z (Å)
C: 2.50226 0.53063 -0.16611
C: 1.42088 -0.04310 -1.12991
N: 0.20289 -0.21047 -0.32204
C: -0.77330 -1.12957 -0.91845
C: -0.27264 -2.55644 -0.70273
C: -0.44075 1.11136 0.03017
C: -0.87647 1.08912 1.58102
O: -2.13613 1.49802 1.80418
H: 2.29718 1.57255 0.06649
H: 2.27459 0.04593 0.77387
H: 3.48753 0.17023 -0.50088
H: 1.87716 -0.87462 -1.65324
H: 1.22367 0.60459 -2.01961
H: -1.72422 -0.92391 -0.38977
H: -0.91384 -0.97569 -1.97620
H: 0.48689 -2.80124 -1.44622
H: -1.04201 -3.32104 -0.71532
H: 0.18570 -2.68562 0.27611
H: -1.36539 1.19923 -0.55559
H: 0.23552 1.96598 -0.21557
H: -0.70958 0.05882 1.92359
H: -0.11648 1.82685 1.91230

---

Which of them is least stable? Easy: run w.

---

Run w
The following is a quantum chemistry calculation of 3 unconnected molecules or ions with the total composition C4H14O3, from the OMol25 dataset.

## Properties
SMILES string: CCO.CO.CO
2S+1: 1
HOMO-LUMO gap: 10.15 eV

Element x y z (Å)
C: 1.04356 1.06342 2.59750
O: 0.58813 0.62889 1.30789
H: 1.07935 0.20520 3.26589
H: 2.00852 1.55900 2.48107
H: 0.34769 1.82753 2.93499
H: 1.28803 0.08826 0.91002
C: 0.90629 -2.25239 0.59802
O: 2.19547 -1.68420 0.81298
H: 0.94555 -3.34403 0.64498
H: 0.33480 -1.96331 1.47495
H: 0.43702 -1.93327 -0.33027
H: 2.84949 -1.82108 0.12513
C: -2.23633 0.89946 -2.63559
C: -1.12068 0.57089 -1.67467
O: -0.83196 1.71800 -0.84194
H: -2.96498 1.47187 -2.05006
H: -2.80296 0.02129 -2.95005
H: -2.03322 1.52398 -3.50429
H: -0.20360 0.20620 -2.14853
H: -1.50181 -0.13763 -0.92801
H: -0.32836 1.35192 -0.09002

---

Run x
The following is a quantum chemistry calculation of 4 unconnected molecules or ions with the total composition C4H14O3, from the OMol25 dataset.

## Properties
SMILES string: C/C=C/C.O.O.O
2S+1: 1
HOMO-LUMO gap: 9.78 eV

Element x y z (Å)
C: -0.96314 -0.28153 -2.10746
C: -2.23019 -0.46641 -2.44125
C: -3.10264 -1.70674 -2.38563
C: -0.52032 1.19523 -1.97142
H: -0.16375 -0.87328 -2.09852
H: -2.95413 0.24885 -2.73975
H: -2.80459 -2.42946 -1.53943
H: -4.17016 -1.33691 -2.08821
H: -3.22548 -2.43010 -3.20015
H: 0.24407 1.34672 -2.68638
H: -0.11135 1.28464 -0.92320
H: -1.38776 1.89641 -1.91626
H: 1.72836 -2.69516 1.52485
H: 0.79258 -2.67025 0.28939
O: 0.95728 -2.21317 1.17340
H: 0.75774 2.01201 6.65149
H: 0.82268 0.47370 5.99213
O: 1.17417 1.16125 6.63448
H: 5.44784 2.27000 1.92169
H: 4.96276 2.99698 0.67076
O: 4.74603 2.21721 1.23945

---

Which of them is least stable? Easy: run x.

---

Run w
The following is a quantum chemistry calculation of 5 unconnected molecules or ions with the total composition C10H20Br10, from the OMol25 dataset.

## Properties
SMILES string: BrCCBr.BrCCBr.BrCCBr.BrCCBr.BrCCBr
2S+1: 1
HOMO-LUMO gap: 10.17 eV

Element x y z (Å)
Br: 0.85174 0.68776 6.50060
C: 1.86649 2.40648 6.55828
C: 0.95947 3.52623 7.05536
Br: 1.76896 5.32791 6.78719
H: 2.22365 2.55630 5.53941
H: 2.69926 2.09406 7.18835
H: 0.74879 3.46297 8.12293
H: 0.00689 3.50498 6.52599
Br: 3.62654 -2.44995 -0.08501
C: 2.14960 -1.13060 0.36266
C: 2.23011 0.11880 -0.54265
Br: 3.89126 1.20597 0.01751
H: 2.15404 -0.90360 1.42874
H: 1.20230 -1.62328 0.14364
H: 1.33262 0.73315 -0.47057
H: 2.29558 -0.10320 -1.60779
Br: -4.06220 1.98878 2.86904
C: -5.50913 1.07820 3.77784
C: -6.01270 1.84330 4.92899
Br: -6.69743 3.70316 4.48469
H: -5.21547 0.07462 4.08554
H: -6.35696 0.97677 3.10034
H: -5.20499 1.96542 5.65064
H: -6.83140 1.35552 5.45805
Br: 6.09763 0.63869 -5.99276
C: 4.95590 1.62317 -7.25264
C: 4.76027 0.66455 -8.47494
Br: 3.71201 1.52737 -9.89049
H: 5.52875 2.49878 -7.55800
H: 4.06728 1.98606 -6.73616
H: 4.32090 -0.27146 -8.13007
H: 5.70077 0.33287 -8.91489
Br: -1.04093 -4.36099 -4.15130
C: -2.20388 -5.56007 -3.03152
C: -3.68330 -5.13823 -3.12390
Br: -3.95474 -3.22030 -2.52011
H: -1.89242 -5.60029 -1.98774
H: -2.07207 -6.55774 -3.45031
H: -4.28689 -5.83761 -2.54543
H: -4.12642 -5.12469 -4.11968

---

Run x
The following is a quantum chemistry calculation of a molecular structure, C10H20Br10, from the OMol25 dataset.

## Properties
2S+1: 1
HOMO-LUMO gap: 8.31 eV

Element x y z (Å)
Br: -3.37181 -28.32815 -16.91094
C: -4.64583 -28.27595 -15.44247
C: -4.87250 -26.82300 -15.02115
Br: -6.34245 -26.74371 -13.71729
H: -4.16622 -28.91775 -14.70344
H: -5.58222 -28.69438 -15.81156
H: -5.30066 -26.09991 -15.71535
H: -3.99792 -26.35809 -14.56610
Br: -8.16622 -21.07279 -20.59707
C: -7.69993 -21.44340 -18.73679
C: -7.95051 -20.19463 -17.89950
Br: -9.90767 -19.48656 -17.83530
H: -6.66263 -21.77792 -18.75136
H: -8.23634 -22.32237 -18.37934
H: -7.46403 -19.30971 -18.30980
H: -7.48072 -20.06212 -16.92490
Br: -5.76658 -26.90137 -18.13905
C: -5.39221 -24.99617 -17.56079
C: -6.59137 -24.04503 -17.72474
Br: -6.19437 -22.17778 -17.14781
H: -4.71274 -24.61388 -18.32253
H: -4.80300 -25.04143 -16.64488
H: -7.44885 -24.34855 -17.12415
H: -6.87973 -24.00922 -18.77530
Br: -8.88567 -24.11204 -17.30800
C: -8.92310 -24.63665 -15.41183
C: -9.25862 -23.60079 -14.40272
Br: -11.23061 -23.22469 -14.51290
H: -8.02956 -25.20705 -15.15817
H: -9.83203 -25.22717 -15.29673
H: -8.70501 -22.67718 -14.57166
H: -9.01978 -23.90446 -13.38348
Br: -4.80793 -24.47442 -14.54923
C: -3.07314 -23.65642 -15.18377
C: -2.44232 -24.67459 -16.01945
Br: -2.00713 -26.39975 -14.95253
H: -2.52211 -23.47345 -14.26128
H: -3.27110 -22.73741 -15.73543
H: -1.54642 -24.33525 -16.53935
H: -3.10258 -24.98830 -16.82800

---

Which of them is least stable? Easy: run x.

---

Run w
The following is a quantum chemistry calculation of 5 unconnected molecules or ions with the total composition C10H20Br10, from the OMol25 dataset.

## Properties
SMILES string: BrCCBr.BrCCBr.BrCCBr.BrCCBr.BrCCBr
2S+1: 1
HOMO-LUMO gap: 10.49 eV

Element x y z (Å)
Br: -1.84306 2.83826 -7.15926
C: -2.16002 1.43509 -5.68900
C: -2.74866 2.14252 -4.52539
Br: -3.06566 0.92394 -3.00402
H: -1.19797 0.99153 -5.43247
H: -2.82063 0.67680 -6.10934
H: -3.72920 2.58618 -4.69805
H: -2.13673 2.99868 -4.24144
Br: -1.77424 3.73917 -0.86150
C: -2.06512 5.65279 -0.69437
C: -3.57807 5.85990 -0.50990
Br: -4.27123 7.69674 -0.44636
H: -1.75064 5.99291 -1.68104
H: -1.39659 6.05481 0.06691
H: -3.92474 5.46267 0.44410
H: -4.10292 5.32080 -1.29858
Br: 1.59188 -8.05917 3.44368
C: 1.26285 -6.65239 2.08115
C: 0.34305 -5.63780 2.64692
Br: 0.28097 -4.17814 1.29684
H: 0.85286 -7.15663 1.20607
H: 2.20052 -6.12461 1.90699
H: 0.52403 -5.27147 3.65744
H: -0.65578 -6.07138 2.69626
Br: 1.34778 0.12221 -2.08020
C: -0.16271 0.30111 -0.73092
C: 0.34422 -0.38885 0.50440
Br: -1.27224 -0.47979 1.68930
H: -1.09969 -0.12861 -1.08521
H: -0.32564 1.36978 -0.59133
H: 1.06824 0.15087 1.11482
H: 0.69755 -1.39570 0.28184
Br: 3.69179 -1.21555 1.32702
C: 3.82473 -1.71527 3.21679
C: 5.07444 -1.02634 3.73833
Br: 5.44337 -1.40553 5.72402
H: 3.76452 -2.80302 3.25242
H: 2.96232 -1.27225 3.71487
H: 4.87438 0.04260 3.66455
H: 5.93188 -1.37678 3.16381

---

Run x
The following is a quantum chemistry calculation of 5 unconnected molecules or ions with the total composition C10H20Br10, from the OMol25 dataset.

## Properties
SMILES string: BrCCBr.BrCCBr.BrCCBr.BrCCBr.BrCCBr
2S+1: 1
HOMO-LUMO gap: 10.28 eV

Element x y z (Å)
Br: -2.60720 10.73004 7.49628
C: -2.93002 9.31785 8.79897
C: -3.67810 8.22368 8.09008
Br: -3.93715 6.72183 9.24388
H: -3.50328 9.82489 9.55285
H: -1.94590 9.01145 9.11396
H: -3.18099 7.87804 7.18160
H: -4.66421 8.49795 7.71895
Br: -2.12061 5.45694 21.45943
C: -3.64393 6.67831 21.60425
C: -3.80939 7.45970 20.34023
Br: -4.68784 9.12174 20.68208
H: -3.38853 7.33561 22.42270
H: -4.51211 6.09825 21.89227
H: -4.27985 6.91977 19.53225
H: -2.82072 7.72946 19.96896
Br: 2.49455 10.69754 16.98121
C: 1.02450 10.09040 15.84261
C: 0.20143 11.27758 15.43401
Br: -0.84836 10.83482 13.87676
H: 0.46751 9.34527 16.39013
H: 1.51272 9.63820 14.99144
H: 0.82948 12.11035 15.15741
H: -0.51055 11.57836 16.18642
Br: -0.12579 7.31568 13.62199
C: -0.10786 7.55872 11.73175
C: 0.32611 6.28647 11.05093
Br: -0.01599 6.40265 9.16806
H: 0.49873 8.42261 11.47051
H: -1.13323 7.81768 11.47922
H: -0.24262 5.42945 11.39979
H: 1.37049 6.03460 11.18723
Br: -3.45973 8.96251 12.34031
C: -4.31848 8.25938 13.91468
C: -3.33509 8.36356 15.05981
Br: -4.18342 7.63981 16.62919
H: -4.58476 7.23621 13.69600
H: -5.19874 8.85986 14.08708
H: -3.11252 9.39180 15.29256
H: -2.44486 7.78143 14.88403

---

Which of them is least stable? Easy: run w.